[1]
33
Properties=species:S:1:pos:R:3 method="wB97M-V/def2-TZVPD" total_charge=-1 de_lowest_kj_mol=19.8 e_lumo_ha="0.13737 / 0.13453" homo_ev="0.348 / -2.889" multiplicity=2 orbital_gap_ev="3.390 / 6.549"
H 1.9681 3.1538 -0.7885
H 0.5143 -1.0581 3.0931
H -1.9673 2.1355 -1.8491
C -1.7788 1.3844 0.7010
N -1.2443 0.7239 1.7986
C -0.4036 -1.7377 -0.6737
H 3.7766 1.6981 -1.3136
C 0.5594 -2.5020 0.0048
H -2.4209 2.2483 0.8018
C 2.6770 0.0004 -0.5728
H 1.1231 -3.2652 -0.5327
H 3.9961 1.3811 0.4125
C 0.8239 -2.3517 1.3529
C 0.1289 -1.3506 2.1205
C 3.2592 1.3939 -0.3994
C -0.6760 -0.4552 1.3910
H -1.2672 1.0770 2.7376
H -0.6113 -1.8593 -1.7320
H 2.3227 2.9250 0.9114
H -3.3480 -0.3145 -2.1425
H 1.2072 1.8748 0.1026
C -1.5733 0.6023 -0.4200
C -0.9242 -0.5841 0.0154
H 3.2801 -0.7382 -1.1006
C 2.1584 2.3948 -0.0252
H 1.7127 -2.7625 1.8278
H -3.2795 0.9921 -3.3610
C -2.6893 0.3256 -2.7345
H 2.2580 -0.3568 0.3660
H -0.6974 0.9753 -2.2851
C -1.6828 1.0867 -1.8246
H 1.7575 0.0376 -1.1636
H -2.1698 -0.3798 -3.3798

[2]
102
Properties=species:S:1:pos:R:3 method="wB97M-V/def2-TZVPD" total_charge=+1 de_lowest_kj_mol=211.6 e_lumo_ha=-0.08898 homo_ev=-9.884 multiplicity=1 orbital_gap_ev=7.463
H -1.1696 -5.6034 -5.0361
H 4.0845 1.9166 -1.4990
H -5.8773 -1.2518 -1.2805
H 5.2840 0.1797 -2.3678
H -1.1571 5.6955 2.1307
C 3.6847 -0.2858 4.4703
H 2.2682 1.3107 4.1813
C -0.7291 -2.1301 0.4394
C -1.7317 0.8953 -0.6334
H 0.3970 -2.0792 -6.6357
C -2.8015 -0.5633 -2.3409
H 4.9725 -0.4408 -0.7679
C -0.4372 5.5761 2.9416
C 4.4858 -0.1825 -1.7159
C 2.7478 -2.4795 4.6889
C 3.9075 -1.4474 -2.3553
H -2.8669 3.9775 4.8531
H 3.1096 4.4698 2.7046
H 3.4517 -1.1822 -3.3184
S 0.8254 4.4450 2.2904
H 4.7475 -2.1085 -2.5887
C 3.5235 0.9770 -1.4656
H 0.6171 -2.6290 4.4773
H -0.7290 -0.6906 4.1197
N -1.2466 -3.1193 -0.1985
C -0.1637 -4.0476 -5.9752
C 2.5043 4.0494 5.3482
H -5.2592 -1.4654 -2.8971
O -4.0700 1.6862 1.9423
H 4.8484 -2.0508 4.8418
C -3.9148 -0.0694 -0.3157
H 1.5783 -0.7730 -0.9991
C 1.4777 -1.9703 4.4798
C 1.2955 -0.6022 4.2737
H -3.4117 -2.1902 -5.9172
N -3.9049 -0.6918 -1.5119
H 2.8022 -3.2453 -1.9559
H 3.3940 3.5005 5.0296
H -3.1090 4.8823 3.3553
N 2.8097 0.8265 -0.1842
C 2.8812 -2.2364 -1.5412
O -0.7413 1.5595 -0.2518
H -3.8051 -3.3998 -2.0177
N -1.2059 -4.5867 -5.0620
H -2.1625 3.3883 3.3641
H -4.5176 -3.1544 -0.4318
H 3.4933 0.7284 0.5604
C -0.9601 -3.4599 -1.4097
N -0.8541 -3.8447 -2.5015
C -4.6982 -3.0447 -1.5009
H -2.3115 -2.7913 -7.1298
H 2.7837 1.0206 -2.2707
H -3.4684 -2.0003 -3.7934
C -2.4736 -2.7234 -6.0522
H -0.4411 -4.3039 -6.9972
C -0.6519 0.4376 -2.8003
C -1.7469 0.2651 -1.9413
C -2.7005 -1.2891 -3.5390
C -1.5767 -1.1932 -4.3403
H 0.0823 6.5283 3.0646
F 0.4471 -0.0456 -4.8062
C 3.8597 -1.6449 4.6771
C -5.0122 -1.5963 -1.8439
H -0.3860 1.1611 5.2681
O 0.6143 3.0898 2.9550
H -1.0096 -4.2574 -4.0435
H 1.2114 -1.4723 -2.4349
C -1.1325 5.1020 4.2198
C 2.3116 5.1389 3.0376
H 1.6398 3.3953 5.2347
H 4.5394 0.3792 4.4844
H 3.2124 5.9897 4.7434
H 3.2340 -2.3557 -0.5129
H 2.8726 -3.5412 4.8590
C -0.5910 -0.2523 -3.9669
H 1.4778 5.8979 4.8796
O -1.9750 1.0795 2.3537
Cl -0.7131 2.0236 6.2308
H 0.7832 -4.5304 -5.7440
H -4.8061 -0.2078 0.2833
H 2.2899 1.6778 0.0045
H -1.3881 5.9923 4.7991
C -0.0619 -2.5357 -5.7558
H 2.6170 4.2716 6.4089
H -3.1900 -4.1715 -4.5570
H 2.4369 6.0820 2.4976
C -2.3890 4.2929 3.9276
H -0.4515 4.5104 4.8314
C 2.4132 0.2380 4.2767
C -3.0229 1.2261 1.5619
C -2.5769 -4.1362 -5.4567
N 0.0316 -0.0239 4.0308
C 2.3556 5.3395 4.5484
Bi 0.0974 0.8645 2.0426
H -5.5399 -3.6816 -1.7736
N -1.3835 -1.9705 -5.4771
H -2.9809 -4.8361 -6.1872
C -2.8883 0.6797 0.1697
N 1.5367 -1.6627 -1.4913
H 0.5902 -2.3511 -4.9057
H 0.1359 1.1238 -2.5192
N -0.3716 -1.2707 1.1344

[3]
23
Properties=species:S:1:pos:R:3 method="wB97M-V/def2-TZVPD" total_charge=0 de_lowest_kj_mol=53.6 e_lumo_ha=0.01626 homo_ev=-11.045 multiplicity=1 orbital_gap_ev=11.488 smiles=CCC(C)C.O.O
H -2.3662 -1.5136 0.7131
H -3.9145 -3.9814 -2.8500
H 1.4813 1.1604 2.1178
H -3.7414 -3.2004 -1.5507
H -0.3091 -0.4753 -0.5777
H 3.5047 0.2401 1.0693
H 0.3347 -0.1135 1.7018
H -3.8531 -1.6827 0.9288
H -1.4027 0.8690 -0.2266
H 0.7276 2.3632 -0.0659
O -4.2470 -3.9169 -1.9493
C 2.0185 0.7870 -0.4640
H -0.2018 1.5501 2.1345
H 3.1246 1.9414 1.0017
H -0.3917 0.8418 -1.7291
O -3.1838 -0.9919 0.8538
C 0.6654 1.2826 0.1056
H 2.0314 -0.2621 -0.7997
C -0.4597 0.6034 -0.6824
H 4.1297 1.1510 -0.2987
H 2.2170 1.3448 -1.3977
C 0.5468 0.9471 1.6003
C 3.2893 1.0559 0.3650

[4]
151
Properties=species:S:1:pos:R:3 method="wB97M-V/def2-TZVPD" total_charge=+1 e_lumo_ha=-0.33601 homo_ev=-10.261 multiplicity=1 orbital_gap_ev=1.118
C 0.3166 5.5838 2.3049
H 7.2745 0.6230 2.4248
C 1.1077 0.0123 -0.5878
H -1.7408 6.1865 -3.2442
H -1.2414 -2.7806 9.8227
H 8.5864 2.3453 -6.5194
H -1.2057 -2.2768 6.5321
C -5.8054 -5.0934 3.3222
H -4.5766 3.5768 -6.0098
O -6.7893 -4.4119 3.2825
H 1.6385 -9.1108 0.6191
H -6.6337 0.2531 10.5091
H 0.3481 -0.7075 -0.8930
H 4.2256 -3.9366 -5.6297
C 5.2241 -3.0720 -4.1099
O 1.0291 5.8837 -4.6584
H -12.7137 1.5209 7.3222
H 9.1371 3.9192 -6.1785
H -10.1606 1.6781 3.7615
H -5.0751 0.1713 9.7393
H -6.4363 -1.9263 7.3584
H 4.0874 -2.0052 -5.2255
C -4.3524 2.0151 -7.1285
H 2.0215 -0.5712 -0.7003
H -11.1859 1.0351 8.1011
N -1.0002 5.7493 -3.7737
C -3.6376 2.9853 -8.0829
O 3.4591 2.9641 -6.5272
H -11.9131 0.1631 6.7178
H 5.0576 -4.9750 -4.5634
H -0.4441 -6.3061 -1.5758
H -0.6386 7.0884 1.4541
N 7.0843 -0.3559 2.5847
F 4.9051 7.4392 0.9352
H 0.4663 4.0906 1.0000
O 5.3598 4.8276 2.7352
H 0.7089 8.2778 -3.9833
N -5.1920 2.8031 -6.2166
O -11.0111 1.9461 6.2361
F -1.6227 -1.0298 0.6019
N 1.4838 -8.1232 0.4753
H 5.9654 -2.4852 2.5895
H 1.1673 -5.9971 -0.9955
H -3.4687 2.3795 -8.9732
O 7.4757 4.5069 1.4450
N 0.1425 5.0349 1.1534
H 2.3899 -7.6895 0.3696
C 9.0107 1.3592 -3.7725
H -4.3091 3.7840 -8.3980
H 4.9182 -1.9927 3.9496
Y 2.8919 2.7463 5.8468
H 8.6760 0.9769 -2.8081
C 0.2154 -6.4511 -0.7202
C -1.2897 -0.1599 1.5290
N -6.0232 -0.1667 9.8226
H -5.3529 2.2911 -5.3610
H -2.3498 -0.6034 -4.8026
C -8.2562 0.8681 3.7376
H -0.1743 7.3271 3.1504
H 10.5788 1.4279 -7.8535
O 1.3479 -9.9954 -1.6093
O -7.5536 -1.6621 9.5170
C 11.0028 2.3176 -7.3879
H 0.6152 -1.2002 1.6671
H 0.6153 1.9324 -1.5939
H 2.3279 1.5941 -1.5696
N -8.9071 3.1366 4.4685
H -4.5149 -4.0764 2.2258
C -9.8276 1.3413 5.8402
H 1.8642 -10.1567 -3.6158
H -8.9617 1.3721 6.5015
C -1.3145 -3.6082 8.0411
H -10.0229 0.2767 5.7115
H -7.8449 1.4433 2.9080
H -7.4825 0.5248 4.4243
N -4.6991 -4.9349 2.7249
N -1.3860 -2.5988 8.8398
C -11.7063 1.1425 7.1493
C 0.0581 6.4077 -4.1357
F -2.0420 -0.5057 2.6118
H -0.1624 -5.9881 0.1914
H -2.5505 -1.4530 -6.2973
C 0.8793 -8.6627 -1.8174
H 8.6440 0.6092 -4.4733
O 0.9171 0.6186 0.6728
H 2.3301 -11.5723 -2.5284
N 7.3488 3.0532 -4.1648
H -2.7722 3.5597 -7.7527
H -9.6133 3.5388 5.0682
H 5.3139 -1.1266 -4.3401
C 0.4063 -7.9754 -0.5177
N -5.7167 -6.1729 4.0672
H -6.5780 -6.6993 4.1022
H 2.6944 3.5064 -6.3340
H 7.5630 -1.0882 2.0800
N -5.9478 -1.3477 8.0267
O 10.6345 2.4811 -5.9992
H -4.8110 -6.6196 4.0525
F 4.9785 5.6803 -0.2297
O 7.0489 6.5104 2.8776
H 0.1372 -8.6027 -2.6134
C -6.5322 -1.1628 9.1790
C 9.2821 2.8825 -5.8748
C 5.7244 6.4444 0.5305
H -0.8406 8.0598 -3.3212
C 0.2728 -0.1677 1.7362
N 5.7185 -1.8643 3.3469
S 6.4481 5.4674 2.0389
H -5.0635 1.4048 -7.6852
O 5.8838 -3.1611 -3.1243
H 10.0500 1.0495 -3.6624
N 4.6688 -4.0579 -4.7303
H 7.0610 2.9117 -3.2071
H -2.6467 1.3350 -6.0395
H -1.0261 4.7685 -4.0136
O 0.8378 5.0958 3.2574
H 3.8285 2.7557 -5.6691
H -8.0746 3.2988 5.0169
C -3.1070 -1.0273 -5.4623
O 0.8108 0.3577 2.9162
O -1.2948 -4.6985 8.4414
F -1.7548 1.0017 1.0470
H 1.7232 -8.0703 -2.1710
C -9.3143 1.7806 4.4407
C 1.3473 1.1281 -1.6661
H 10.8476 3.2145 -7.9875
H -8.7268 0.0197 3.2408
H -1.6681 -1.6801 8.5290
H 9.4436 3.3846 -3.7045
H -3.9083 -5.4829 3.0322
F 6.6884 6.9459 -0.1885
H -3.5937 -1.9087 -5.0446
H 7.1577 4.0226 -4.3744
H 12.0796 2.2266 -7.5302
C -3.3827 0.8814 -6.7033
N -0.1747 6.7849 2.2983
H -5.2025 -0.7951 7.6276
N -1.3363 -3.2469 6.7812
C 2.1473 -10.5017 -2.6214
H -1.3084 -3.9990 6.1078
H 1.3207 0.8012 -2.7056
N 4.9904 -1.9795 -4.7738
H 3.1435 -10.0860 -2.4707
H -0.3907 5.5125 0.4408
C 6.1408 -0.6105 3.3850
O 5.5708 0.1668 4.1262
C 8.8323 2.7593 -4.3552
O -4.0798 -0.1080 -5.8898
N -0.0363 7.6339 -3.7592
H -2.7891 0.4880 -7.5285
H -0.4330 -8.5871 -0.1869

[5]
17
Properties=species:S:1:pos:R:3 method="wB97M-V/def2-TZVPD" total_charge=0 de_lowest_kj_mol=606.9 e_lumo_ha=0.00355 homo_ev=-8.070 multiplicity=1 orbital_gap_ev=8.167
N -2.0051 2.0590 -0.0707
C -4.3048 -0.8220 -0.0439
C -1.0291 1.4013 -0.2214
C 1.2015 -0.9466 0.8000
H 3.9668 -0.8877 0.1454
H 3.9110 0.7727 0.6134
C 0.0873 0.6975 -0.0534
C -3.3472 -1.1043 -0.6586
H 3.7005 0.2245 -1.1726
H -5.1795 -0.7136 0.6748
C -0.1082 -0.4078 0.8019
H 1.6691 -1.7693 1.3793
H -2.5132 -1.3525 -1.2689
C 2.0122 -0.1388 0.0459
C 3.5062 0.0310 -0.1490
O 1.3747 0.9666 -0.4758
H -2.9423 1.9899 -0.3465

[6]
56
Properties=species:S:1:pos:R:3 method="wB97M-V/def2-TZVPD" total_charge=+1 de_lowest_kj_mol=0.0 e_lumo_ha="-0.13000 / -0.12787" homo_ev="-10.842 / -10.824" multiplicity=3 orbital_gap_ev="7.304 / 7.344"
C 1.4133 2.7300 2.3934
C 2.3427 -2.5438 2.0750
C -2.4750 0.9542 -2.1936
C -0.7263 0.8707 4.7355
C 2.4471 1.5266 -1.1081
H -3.6420 -0.7160 -1.5049
H 2.2421 -3.7386 0.1769
C 0.3109 -1.5259 1.7628
H 3.2609 -2.8818 2.5329
C 1.8098 -2.9973 0.8424
C -4.8862 0.7170 -2.5617
C 1.3411 -1.4457 -2.2487
C -0.5723 -3.1303 -3.3571
H -1.3231 -3.7861 -3.7839
H 2.5293 1.2596 -2.1976
C 0.5476 -2.3922 0.6696
H -1.5348 2.5697 -3.3044
H 3.3692 2.0573 -0.7255
H -0.5906 -0.9629 1.9413
H -1.6278 0.5748 4.1707
C -4.8917 1.8759 -3.3510
H -5.8076 0.1760 -2.3352
C -0.0087 -1.0244 -2.2579
H 2.7016 -3.1041 -2.4804
H 2.8308 0.2607 3.5807
H 4.1619 0.9180 2.5173
O 0.3624 1.1606 3.8631
C -0.9015 -1.8096 -3.0198
H 3.3763 1.9399 3.7478
H -0.3882 0.0467 5.3733
C -3.6797 2.5171 -3.6341
C -3.6813 0.2330 -2.0513
H 1.1837 3.2525 1.4635
H -0.9899 1.7519 5.3472
H 1.9857 3.3441 3.0935
Si -1.2078 0.0189 -1.2276
H -1.8761 -0.8895 -0.4090
C -2.4701 2.0672 -3.0570
O 2.2262 1.5777 2.0432
H 1.5476 2.1729 -1.0114
C 1.4030 -1.6544 2.6578
H -0.3289 0.9914 -0.4831
H -5.8389 2.2307 -3.7733
H 2.1534 -0.7433 -2.0238
C 3.2004 1.1355 3.0278
H -1.9065 -1.4539 -3.2845
H -0.6270 2.0293 2.2478
C 1.6760 -2.7540 -2.6255
H 0.9909 -4.6345 -3.4813
H 1.4251 -1.2594 3.6568
H -0.1458 -2.6060 -0.1339
H -3.7101 3.3741 -4.3205
Pr 2.4470 -0.0877 0.5301
C 0.7246 -3.6147 -3.1787
H -0.2843 3.1277 3.6421
C 0.1115 2.2946 3.0321

The highest multiplicity belongs to which entry? C22H30O2PrSi